(1)
C11H18Cl2GdN2 | ωB97M-V with the def2-TZVPD basis set

Values from the calculation:
- charge = -1
- E_LUMO (alpha / beta) (eV) = 2.1 / 2.1
- Kohn-Sham gap (alpha / beta) (Ha) = 0.13090 / 0.11870
- multiplicity = 8
- HOMO (alpha / beta) (eV) = -1.45 / -1.09

Last column: Löwdin spin population.
Positions of all 34 atoms, in Å:
1 Gd 0.158 1.911 2.405  6.318
2 Cl 1.045 2.212 4.675  -0.071
3 Cl -1.423 3.404 1.213  -0.077
4 N -0.277 -0.251 2.138  -0.042
5 N -1.356 -1.597 3.502  -0.003
6 C -2.172 -2.093 4.615  0.000
7 C 1.375 -0.454 -1.942  0.040
8 C -1.000 -0.339 3.280  -0.050
9 C -0.891 -2.375 2.449  -0.003
10 C -0.123 -0.132 -1.627  0.535
11 C 2.419 -0.038 -1.057  0.164
12 C 1.754 0.153 -3.330  0.006
13 C -0.804 1.021 -2.155  0.099
14 C -0.202 -1.552 1.614  -0.004
15 C -0.216 1.674 -3.469  0.009
16 C 1.307 1.601 -3.460  0.000
17 H 2.840 0.102 -3.447  0.004
18 H -1.825 0.657 -2.390  0.015
19 H -1.214 0.493 3.981  -0.033
20 H 0.323 -1.771 0.698  -0.001
21 H -1.846 -1.622 5.549  0.000
22 H -0.623 1.141 -4.343  0.001
23 H 1.685 2.200 -2.618  0.000
24 H 1.677 1.990 -4.417  0.000
25 H 1.390 -1.566 -2.045  0.008
26 H 2.703 1.007 -1.157  0.010
27 H -1.065 -3.438 2.397  -0.001
28 H -2.052 -3.180 4.693  0.000
29 H 1.261 -0.454 -4.101  0.002
30 H 2.519 -0.501 -0.087  0.011
31 H -0.881 1.841 -1.396  0.028
32 H -3.234 -1.853 4.456  0.000
33 H -0.683 -0.903 -1.077  0.035
34 H -0.569 2.711 -3.547  0.000

=====

(2)
C3H4O2S2 | ωB97M-V with the def2-TZVPD basis set

Values from the calculation:
- energy relative to the best compared isomer or geometry (same formula, charge and spin) (eV) = 3.3687
- E_LUMO (eV) = 0.1
- Kohn-Sham gap (Ha) = 0.30721
- HOMO (eV) = -8.22

Last column: natural (NBO) charge in e.
Positions of all 11 atoms, in Å:
1 S 3.167 -1.103 -0.497  0.122
2 S 3.423 0.655 0.584  0.142
3 O 0.193 1.447 -0.817  -0.560
4 O -0.893 -0.330 0.129  -0.505
5 C 2.089 -0.458 0.718  -0.624
6 C 0.064 0.446 -0.197  0.868
7 C -2.229 0.024 -0.310  -0.276
8 H -2.771 0.449 0.535  0.200
9 H 1.839 -0.984 1.621  0.220
10 H -2.174 0.748 -1.122  0.210
11 H -2.708 -0.894 -0.644  0.205

=====

(3)
C5H8O | ωB97M-V with the def2-TZVPD basis set

Values from the calculation:
- energy relative to the best compared isomer or geometry (same formula, charge and spin) (eV) = 6.1471
- E_LUMO (alpha / beta) (eV) = -0.3 / 0.8
- Kohn-Sham gap (alpha / beta) (Ha) = 0.25347 / 0.33650
- HOMO (alpha / beta) (eV) = -7.21 / -8.36

Last column: natural (NBO) charge in e.
Positions of all 14 atoms, in Å:
1 O 1.440 -0.108 3.030  -0.683
2 C 0.902 0.116 1.761  0.172
3 C -0.888 0.915 -1.493  -0.654
4 C -1.203 -0.572 -0.895  -0.361
5 C 0.758 -0.899 0.684  -0.587
6 C -0.589 -1.366 -0.092  0.059
7 H -0.961 0.845 -2.573  0.226
8 H 1.773 -1.033 3.221  0.490
9 H 1.394 -1.789 0.781  0.228
10 H 1.061 -0.241 -0.209  0.274
11 H 0.168 1.075 -1.568  0.209
12 H -1.500 1.629 -0.909  0.233
13 H 0.446 1.095 1.718  0.172
14 H -2.163 -1.039 -1.419  0.221

=====

(4)
C17H15Cl2N5OS | ωB97M-V with the def2-TZVPD basis set

Values from the calculation:
- energy relative to the best compared isomer or geometry (same formula, charge and spin) (eV) = 0.0000
- SMILES = CNc1nccc(-c2ccc(NC(=O)NCc3ccc(Cl)cc3Cl)s2)n1
- E_LUMO (eV) = 0.0
- Kohn-Sham gap (Ha) = 0.29545
- HOMO (eV) = -8.02

Last column: natural (NBO) charge in e.
Positions of all 41 atoms, in Å:
1 Cl -4.438 -1.584 -2.862  0.021
2 Cl -1.847 -3.215 1.643  0.039
3 S 0.756 -0.515 0.568  0.388
4 O 2.799 -4.071 -1.283  -0.660
5 N 2.955 -2.031 -0.324  -0.616
6 N -1.829 4.165 1.239  -0.510
7 N -0.341 5.727 1.427  -0.578
8 N 1.137 -3.507 0.205  -0.631
9 N 0.430 3.510 1.098  -0.528
10 C -0.525 4.415 1.235  0.561
11 C -2.214 2.902 1.064  0.106
12 C -2.910 -2.377 -0.748  -0.232
13 C -1.036 -3.711 -2.268  -0.185
14 C 0.067 2.244 0.856  0.243
15 C 2.400 -0.829 0.091  0.009
16 C 3.151 0.295 0.050  -0.308
17 C 2.284 -3.224 -0.526  0.782
18 C -0.967 -3.794 -0.858  -0.056
19 C 2.374 1.504 0.314  -0.161
20 C 0.996 6.257 1.678  -0.410
21 C -3.036 -2.320 -2.139  -0.031
22 C 0.166 -4.537 -0.213  -0.244
23 C -1.886 -3.121 -0.066  -0.056
24 C 1.047 1.216 0.602  -0.261
25 C -1.278 1.916 0.859  -0.358
26 C -2.068 -2.977 -2.901  -0.220
27 H -0.160 -5.119 0.651  0.220
28 H -3.269 2.595 1.055  0.197
29 H -1.191 6.209 1.622  0.415
30 H 3.816 -1.942 -0.863  0.429
31 H 0.872 7.312 1.885  0.204
32 H 1.468 5.796 2.538  0.196
33 H -0.344 -4.240 -2.952  0.239
34 H 4.221 0.289 -0.185  0.224
35 H -2.175 -3.005 -3.980  0.230
36 H 2.752 2.545 0.292  0.252
37 H 0.636 -5.240 -0.912  0.251
38 H 1.629 6.115 0.805  0.204
39 H -3.627 -1.856 -0.123  0.231
40 H 0.752 -2.703 0.738  0.392
41 H -1.566 0.905 0.691  0.210

=====

(5)
C4H6SSi | ωB97M-V with the def2-TZVPD basis set

Values from the calculation:
- energy relative to the best compared isomer or geometry (same formula, charge and spin) (eV) = 1.4228
- SMILES = [SiH3]c1cccs1
- E_LUMO (eV) = 0.2
- Kohn-Sham gap (Ha) = 0.31634
- HOMO (eV) = -8.36

Last column: natural (NBO) charge in e.
Positions of all 12 atoms, in Å:
1 S 1.587 0.864 -0.183  0.464
2 Si -0.180 -0.390 2.264  0.919
3 C -0.769 -0.247 -0.717  -0.213
4 C 0.299 -0.113 0.499  -0.702
5 C -0.232 0.171 -1.854  -0.305
6 C 1.015 0.655 -1.866  -0.383
7 H -1.807 -0.481 -0.418  0.231
8 H -0.641 0.006 -2.930  0.231
9 H -0.970 -1.556 2.525  -0.165
10 H 1.189 -0.683 2.702  -0.152
11 H 1.519 1.137 -2.724  0.243
12 H -1.010 0.637 2.703  -0.168

=====

(6)
C5H7ClOS | ωB97M-V with the def2-TZVPD basis set

Values from the calculation:
- energy relative to the best compared isomer or geometry (same formula, charge and spin) (eV) = 3.0823
- SMILES = SCC1=C(Cl)CCO1
- E_LUMO (eV) = 0.6
- Kohn-Sham gap (Ha) = 0.34359
- HOMO (eV) = -8.77

Last column: natural (NBO) charge in e.
Positions of all 15 atoms, in Å:
1 Cl 1.401 -1.913 -0.001  0.036
2 S -2.513 -0.311 -0.516  -0.018
3 O -0.172 1.697 0.139  -0.481
4 C 1.073 -0.232 0.261  -0.111
5 C -0.092 0.430 0.635  0.243
6 C -1.414 -0.141 0.925  -0.571
7 C 1.861 0.918 -0.612  -0.449
8 C 1.072 2.084 0.015  -0.076
9 H 1.463 0.652 -1.737  0.203
10 H -1.960 0.410 1.574  0.230
11 H 1.528 2.179 1.139  0.161
12 H -1.294 -1.072 1.582  0.232
13 H 3.064 0.993 -0.691  0.250
14 H 1.220 2.983 -0.731  0.206
15 H -1.266 -0.580 -1.310  0.146

=====

(7)
H12O6 | ωB97M-V with the def2-TZVPD basis set

Values from the calculation:
- energy relative to the best compared isomer or geometry (same formula, charge and spin) (eV) = 1.4904
- SMILES = O.O.O.O.O.O
- E_LUMO (eV) = 0.3
- Kohn-Sham gap (Ha) = 0.42489
- HOMO (eV) = -11.30

Last column: natural (NBO) charge in e.
Positions of all 18 atoms, in Å:
1 O 6.733 -0.010 1.167  -0.935
2 O -2.637 -2.842 1.423  -0.936
3 O -1.760 2.030 2.817  -0.950
4 O -1.285 0.644 0.082  -0.975
5 O -1.245 -1.344 -2.081  -0.964
6 O -0.285 1.662 -3.305  -0.945
7 H -0.500 0.802 -2.925  0.473
8 H -1.474 0.384 -0.824  0.493
9 H -1.966 1.341 3.452  0.466
10 H -0.597 1.315 0.041  0.482
11 H 7.285 0.062 1.950  0.468
12 H -3.422 -2.479 1.836  0.469
13 H -0.778 -1.880 -2.725  0.486
14 H 0.071 1.454 -4.169  0.469
15 H -2.031 -2.094 1.422  0.467
16 H 6.330 0.860 1.085  0.467
17 H -0.861 -1.502 -1.227  0.484
18 H -1.578 1.598 1.979  0.481

=====

(8)
C18H54O9S9 | ωB97M-V with the def2-TZVPD basis set

Values from the calculation:
- energy relative to the best compared isomer or geometry (same formula, charge and spin) (eV) = 11.7431
- E_LUMO (eV) = -0.2
- Kohn-Sham gap (Ha) = 0.26352
- HOMO (eV) = -7.33

Last column: Mulliken charge in e.
Positions of all 90 atoms, in Å:
1 S -3.540 1.582 -2.142  0.643
2 S 3.160 1.853 0.906  1.222
3 S -4.198 -2.735 -0.817  0.712
4 S 1.326 -1.434 4.681  0.286
5 S 3.681 -4.906 -4.153  0.456
6 S -1.270 2.920 1.372  0.977
7 S 0.760 0.898 -3.691  0.881
8 S -4.192 0.098 1.987  0.492
9 S 0.242 -2.118 -0.593  0.339
10 O 0.591 -1.293 3.373  -0.407
11 O -3.087 -2.767 -1.842  -0.588
12 O -4.898 2.066 -2.590  -0.734
13 O 4.776 -5.867 -3.700  -0.657
14 O -3.366 0.680 0.935  -0.328
15 O -0.026 2.773 0.403  -0.579
16 O 0.435 2.116 -4.604  -0.726
17 O 4.160 0.850 1.359  -0.792
18 O 0.130 -1.686 -2.068  -0.580
19 C 3.992 2.940 -0.113  -1.816
20 C -5.011 1.480 2.894  -1.403
21 C -2.429 3.050 -2.255  -0.420
22 C 2.098 1.513 -2.521  -2.018
23 C 1.927 -1.833 -0.047  0.097
24 C 1.158 0.104 5.505  -0.476
25 C 2.972 2.922 2.389  -1.049
26 C -0.790 2.879 3.099  -1.888
27 C -1.775 4.541 1.175  -1.246
28 C -5.195 -4.161 -1.267  -1.270
29 C -3.000 -0.296 3.243  -0.586
30 C 4.651 -3.611 -4.792  -1.223
31 C 3.060 -1.218 4.354  -0.980
32 C -3.400 -3.399 0.695  -0.905
33 C 1.792 -0.187 -4.642  -1.265
34 C 3.128 -4.020 -2.673  -0.857
35 C -0.469 -0.550 0.140  0.227
36 C -2.860 0.326 -3.328  -0.263
37 H 2.257 -2.238 0.881  0.319
38 H -0.958 5.189 1.296  0.385
39 H 2.155 -1.071 -4.024  0.029
40 H -5.487 1.023 3.873  0.329
41 H 2.234 3.566 1.963  0.190
42 H -1.491 2.776 3.608  0.953
43 H -2.849 0.735 -4.508  0.286
44 H 0.278 0.104 5.997  0.405
45 H 1.295 -0.660 -5.348  0.581
46 H 3.261 -2.087 3.865  0.405
47 H -3.494 -0.465 4.185  0.618
48 H -2.860 4.026 -1.847  0.182
49 H 2.679 2.496 3.304  0.179
50 H -1.989 0.072 -2.753  -0.292
51 H -0.879 -0.403 1.159  -0.075
52 H -2.474 0.533 3.601  0.032
53 H -1.472 2.810 -1.700  -0.183
54 H 2.459 -3.217 -2.940  0.055
55 H 2.388 -0.754 -0.312  -0.096
56 H 2.730 1.910 -3.172  0.994
57 H -2.731 -2.592 1.185  -0.225
58 H -4.254 -3.395 1.228  0.604
59 H 3.337 3.781 -0.365  0.374
60 H 3.870 3.426 2.649  0.510
61 H -0.177 2.044 3.507  0.172
62 H -5.715 1.930 2.417  0.539
63 H -4.550 -5.008 -1.178  0.319
64 H 0.186 0.186 0.127  0.250
65 H 4.076 -2.986 -5.232  0.466
66 H 3.411 -0.479 3.695  0.311
67 H -2.301 3.156 -3.372  0.376
68 H 2.658 0.234 -5.057  0.534
69 H 1.736 2.442 -1.994  0.214
70 H 3.880 -1.354 5.337  0.287
71 H 4.781 3.265 0.382  0.725
72 H 1.997 0.176 6.223  0.402
73 H -3.576 -0.481 -3.322  0.351
74 H -0.118 3.639 3.268  0.565
75 H -6.059 -4.081 -0.820  0.502
76 H -5.471 -4.217 -2.355  0.348
77 H 4.445 2.512 -0.914  0.471
78 H 5.210 -3.879 -5.538  0.547
79 H 2.510 -2.599 -0.659  -0.299
80 H 2.783 -4.799 -2.000  0.447
81 H 5.396 -3.234 -4.056  0.285
82 H -2.197 5.065 1.953  0.587
83 H -1.440 -0.263 -0.348  -0.091
84 H 1.324 0.920 4.767  -0.308
85 H 3.967 -3.653 -2.041  0.387
86 H 2.530 0.823 -2.068  0.772
87 H -2.885 -4.268 0.523  0.542
88 H -2.223 4.848 0.109  0.080
89 H -2.364 -1.036 2.829  -0.003
90 H -4.371 2.034 3.303  0.389